ORCA calculation (ωB97M-V/def2-TZVPD) on a cluster of 4 separate species, C25H31B2N4O12 in total.

Frontier orbital gap in eV: 4.72
Lowest unoccupied orbital energy in eV: 0.198
Highest occupied orbital energy in eV: -4.5

```
! RIJCOSX wB97M-V def2-TZVPD def2/J DEFGRID3
* xyz -1 1
C 3.6442 -2.1879 2.4935
C 3.2738 -0.8407 1.7412
O 1.9062 -0.4559 1.9320
B 1.2043 -0.3975 0.6819
O 1.6719 0.3921 -0.3621
C -0.1133 -1.3543 0.5877
C 0.4505 -2.8175 0.4713
C -0.3975 -3.9370 1.1496
N 0.2969 -5.2383 0.7969
N -0.3905 -3.8961 2.6421
N -1.7656 -4.0640 0.6032
N -0.9001 -1.0687 1.8240
C -2.3649 -0.9628 1.5969
B -3.0329 -1.0719 3.0656
O -2.8434 0.0521 3.9356
O -3.7263 -2.1996 3.5172
C -0.8358 -0.9136 -0.7434
O -1.1520 0.2727 -0.9457
O -1.0805 -1.7715 -1.6820
H 4.5461 -2.0677 3.1434
H 3.9101 -2.9291 1.6929
H 2.7804 -2.6234 3.0399
H 3.8969 -0.0397 2.2255
H 3.5693 -0.9216 0.6640
H 1.7084 1.3104 -0.0411
H 0.5943 -3.1204 -0.5949
H 1.4778 -2.8801 0.9308
H -0.0284 -5.8755 1.5353
H 1.2833 -5.0894 1.0473
H 0.1941 -3.1198 2.9574
H -1.3414 -3.5999 2.8946
H -1.6993 -3.6695 -0.3454
H -1.9115 -5.0652 0.4448
H -0.6173 -0.1239 2.1044
H -2.6625 0.0257 1.1685
H -2.8000 -1.7563 0.9535
H -1.8895 0.1436 4.1165
H -3.5465 -2.2388 4.4753
C -1.6901 1.4816 -6.8590
C -1.8464 2.7102 -6.3738
C -2.0731 2.9424 -4.9266
O -2.2175 4.0683 -4.4880
C -2.1172 1.7569 -4.0432
C -1.9604 0.5243 -4.5279
C -1.7341 0.2919 -5.9730
O -1.5887 -0.8271 -6.4224
H -1.5245 1.2927 -7.9128
H -1.8165 3.5899 -7.0055
H -2.2822 1.9436 -2.9889
H -1.9901 -0.3559 -3.8905
C 4.4946 -0.7225 -3.5943
C 5.0561 -0.3763 -4.7512
C 4.6708 0.8717 -5.4490
O 5.1824 1.1868 -6.5063
C 3.6389 1.7204 -4.8110
C 3.0763 1.3757 -3.6539
C 3.4606 0.1273 -2.9536
O 2.9483 -0.1821 -1.9005
H 4.7629 -1.6313 -3.0705
H 5.8124 -0.9841 -5.2322
H 3.3708 2.6287 -5.3360
H 2.3193 1.9840 -3.1744
C -1.8527 5.5832 5.1577
C -1.0796 4.7718 4.4395
C -1.4396 3.3484 4.2377
O -0.7332 2.6068 3.5854
C -2.6914 2.8636 4.8629
C -3.4642 3.6771 5.5820
C -3.1057 5.0987 5.7842
O -3.8103 5.8427 6.4381
H -1.6061 6.6254 5.3169
H -0.1614 5.1087 3.9745
H -2.9355 1.8175 4.7003
H -4.3822 3.3402 6.0470
*
```

Mulliken population analysis, charges in e, atoms 1 to 5: -1.090, -0.039, -0.709, 0.178, -0.085



ORCA calculation (ωB97M-V/def2-TZVPD) on a cluster of 2 separate species, C3H8N2O in total.

Frontier orbital gap in eV: 9.71
Lowest unoccupied orbital energy in eV: 0.497
SMILES: [H]/N=C/N.C=CO
Highest occupied orbital energy in eV: -9.2

```
! RIJCOSX wB97M-V def2-TZVPD def2/J DEFGRID3
* xyz 0 1
H 2.0186 1.4232 -3.0772
N 1.4402 0.5839 -3.0374
C 1.3158 0.2888 -1.8009
N 1.0252 -0.9801 -1.3792
H 1.3731 1.0133 -0.9822
H 1.1578 -1.6981 -2.0732
H 1.2697 -1.2411 -0.4423
C -2.2044 0.6728 1.7050
C -1.0889 -0.0271 1.6140
O -0.2357 -0.2168 2.6725
H -2.8782 0.6729 0.8618
H -2.4680 1.2214 2.5980
H -0.8675 -0.6138 0.7274
H 0.1423 -1.0994 2.6138
*
```

Mulliken population analysis, charges in e, atoms 1 to 5: 0.248, -0.664, 0.117, -0.475, 0.297



ORCA calculation (ωB97M-V/def2-TZVPD) on a cluster of 12 separate species, C36H104N16O12 in total.

Frontier orbital gap in eV: 9.18
Lowest unoccupied orbital energy in eV: 0.191
SMILES: COC[C@H](C)N.COC[C@H](C)N.COC[C@H](C)N.COC[C@H](C)N.COC[C@H](C)N.COC[C@H](C)N.COC[C@H](C)N.COC[C@H](C)N.NC(N)=O.NC(N)=O.NC(N)=O.NC(N)=O
Highest occupied orbital energy in eV: -9.0

```
! RIJCOSX wB97M-V def2-TZVPD def2/J DEFGRID3
* xyz 0 1
C -3.1131 -0.3344 -3.2243
O -3.7309 -0.2992 -4.4926
C -2.9038 -0.5703 -5.6148
C -3.4635 0.0841 -6.8712
C -2.4955 -0.1677 -8.0223
N -3.6651 1.5358 -6.6940
H -3.8802 -0.3395 -2.4535
H -2.5034 0.5712 -3.1359
H -2.4552 -1.1945 -3.0673
H -1.8796 -0.2247 -5.4172
H -2.7573 -1.6594 -5.5885
H -4.4421 -0.3871 -7.0166
H -2.9100 0.2528 -8.9371
H -2.2349 -1.2151 -8.1632
H -1.6162 0.3908 -7.6891
H -2.8114 1.9697 -7.0563
H -3.4637 1.6937 -5.7021
C -3.5293 -2.4482 0.5383
O -4.1402 -1.8629 1.6443
C -5.2488 -2.5805 2.1473
C -5.7821 -1.9466 3.4518
C -4.8109 -1.9791 4.6203
N -7.0734 -2.5355 3.8299
H -3.9295 -3.4135 0.2161
H -2.4794 -2.7027 0.7557
H -3.4191 -1.7843 -0.3254
H -6.0470 -2.7173 1.4117
H -4.9625 -3.6077 2.4227
H -6.0190 -0.9502 3.0650
H -4.8022 -2.8625 5.2563
H -5.1679 -1.1487 5.2372
H -3.7907 -1.7210 4.3365
H -6.9420 -3.4906 4.1398
H -7.7016 -2.4951 3.0383
C 1.5829 2.6678 1.1394
O 0.6947 3.6618 1.5277
C 0.4934 3.8195 2.9353
C 1.6000 4.7204 3.4578
C 1.5337 5.0192 4.9605
N 1.7030 6.0364 2.7910
H 2.6087 2.6839 1.5287
H 1.5623 2.5733 0.0538
H 1.2101 1.6912 1.4809
H -0.4837 4.2946 3.0024
H 0.5719 2.8328 3.3993
H 2.5544 4.2091 3.2679
H 1.4687 4.0516 5.4728
H 0.7538 5.6751 5.3436
H 2.4641 5.4610 5.3270
H 1.9585 5.8616 1.8193
H 2.5365 6.4827 3.1610
C -3.5150 1.0584 2.5326
O -2.8884 2.3086 2.7253
C -3.6594 3.2316 3.4872
C -2.8045 4.4877 3.6442
C -3.5964 5.5352 4.4276
N -2.4950 5.1262 2.3844
H -2.9156 0.4036 1.9076
H -4.4679 1.2545 2.0255
H -3.6674 0.6133 3.5227
H -4.4805 3.5091 2.8103
H -4.0195 2.7700 4.4106
H -1.9313 4.1220 4.1919
H -4.2934 6.1761 3.8865
H -3.0086 6.2837 4.9668
H -4.1449 5.0424 5.2391
H -3.2729 5.6337 1.9899
H -2.1643 4.4875 1.6699
C -2.0191 -5.4090 -0.9533
O -2.0264 -4.8707 -2.2570
C -0.7561 -4.3467 -2.5794
C -0.7380 -3.5920 -3.9251
C -0.7091 -4.5104 -5.1662
N 0.3769 -2.6482 -3.9742
H -3.0377 -5.6773 -0.6685
H -1.6567 -4.7372 -0.1702
H -1.4645 -6.3508 -0.9972
H -0.4503 -3.6821 -1.7621
H -0.0218 -5.1658 -2.6603
H -1.6677 -3.0172 -3.9597
H -0.1300 -5.4229 -5.0067
H -0.2754 -3.9736 -6.0068
H -1.7386 -4.8139 -5.3581
H 0.2826 -2.0790 -3.1208
H 1.2189 -3.2028 -3.8102
C 2.3297 -3.7901 1.6061
O 3.0575 -4.9104 1.1396
C 2.2645 -6.0931 1.1793
C 3.0973 -7.2973 0.7950
C 3.2828 -7.2527 -0.7185
N 2.3094 -8.5316 1.0632
H 1.4735 -3.6243 0.9434
H 2.9969 -2.9370 1.5085
H 1.9263 -3.8448 2.6241
H 2.0429 -6.1902 2.2558
H 1.3225 -6.0133 0.6375
H 4.0710 -7.3169 1.2906
H 3.8499 -8.1083 -1.1058
H 3.8406 -6.3389 -0.9368
H 2.3676 -7.3864 -1.2965
H 2.9673 -9.3028 0.9757
H 2.1798 -8.4656 2.0786
C 2.5912 1.9304 -2.8752
O 3.5339 2.6942 -3.6383
C 2.9201 3.4701 -4.6718
C 3.8794 4.5026 -5.1398
C 4.3335 5.5235 -4.0934
N 3.3064 5.1899 -6.3350
H 3.1046 1.5472 -1.9965
H 2.2321 1.1241 -3.5196
H 1.7806 2.5908 -2.5551
H 2.6012 2.7462 -5.4304
H 2.0196 3.9612 -4.2816
H 4.7928 4.0459 -5.5447
H 3.4667 5.8455 -3.5154
H 4.9023 6.2922 -4.6120
H 5.0117 5.0618 -3.3738
H 2.9285 4.4546 -6.9276
H 4.0595 5.5876 -6.8838
C -1.4292 3.8265 7.0554
O -0.4219 2.8481 7.0709
C -0.7196 1.8291 6.1124
C 0.4773 0.8815 5.9068
C 0.1371 -0.1119 4.7998
N 0.6259 0.0944 7.1541
H -1.2276 4.5932 6.3012
H -1.5133 4.3000 8.0355
H -2.4551 3.4797 6.8831
H -1.6577 1.3067 6.3112
H -0.8184 2.3908 5.1717
H 1.4149 1.3841 5.6659
H 0.4222 0.1011 3.7674
H -0.9558 -0.2030 4.7499
H 0.4841 -1.1194 5.0261
H -0.3102 -0.1898 7.4358
H 0.8324 0.8242 7.8414
N 0.7213 -0.6793 -6.1466
C 0.7010 0.6601 -5.9388
N 0.1222 0.9859 -4.7634
O 1.1638 1.4684 -6.7561
H 1.1426 -1.0647 -6.9691
H 0.4858 -1.3173 -5.3862
H 0.1793 1.9542 -4.5038
H 0.0047 0.2217 -4.1180
N 5.5995 0.7737 -3.7282
C 5.5476 -0.4405 -3.1198
N 6.5046 -1.3164 -3.5057
O 4.6010 -0.7728 -2.3954
H 6.4834 1.0730 -4.0922
H 4.8291 1.4192 -3.5493
H 7.0259 -1.1350 -4.3400
H 6.3992 -2.2478 -3.1429
N 3.4612 -1.1294 4.1817
C 3.5325 -0.2089 3.2022
N 3.9957 0.9965 3.6113
O 3.0351 -0.3660 2.0772
H 3.7125 -0.8951 5.1232
H 2.9619 -1.9842 4.0176
H 4.3454 1.0394 4.5526
H 4.2801 1.7269 2.9872
N -0.0751 -0.2348 0.3809
C 0.6501 -0.6007 -0.7212
N 1.9597 -0.7852 -0.4643
O 0.1443 -0.8726 -1.8194
H -1.0498 -0.0467 0.2468
H 0.4372 -0.2718 1.2424
H 2.5226 -1.0340 -1.2643
H 2.3437 -0.4611 0.4126
*
```

Mulliken population analysis, charges in e, atoms 1 to 5: -0.381, -0.497, 0.194, 0.020, -1.161



ORCA calculation (ωB97M-V/def2-TZVPD) on the ion C28H39N4O6 with charge +1.

Frontier orbital gap in eV: 8.25
Lowest unoccupied orbital energy in eV: -1.942
SMILES: CCOc1cc([NH+]2CCOCC2)c(OCC)cc1NC(=O)CN1CCN(Cc2ccc3c(c2)OCO3)CC1
Highest occupied orbital energy in eV: -10.2

```
! RIJCOSX wB97M-V def2-TZVPD def2/J DEFGRID3
* xyz 1 1
C -0.0446 4.3607 -0.3793
C 1.4491 4.0611 -0.3461
O 1.7453 2.8675 0.3627
C 1.5056 1.6529 -0.1976
C 1.1323 1.4222 -1.5101
C 0.9317 0.1234 -1.9607
N 0.4673 -0.1868 -3.3174
C -0.1935 0.9065 -4.0593
C -0.7686 0.3304 -5.3576
O 0.2475 -0.2289 -6.1479
C 0.9122 -1.2671 -5.4752
C 1.5354 -0.7693 -4.1689
C 1.1152 -0.9711 -1.1118
O 0.9185 -2.1996 -1.6610
C 1.1995 -3.3583 -0.8685
C 1.2082 -4.5694 -1.7861
C 1.4765 -0.7415 0.2083
C 1.6701 0.5494 0.6735
N 2.0010 0.8267 1.9858
C 2.0955 -0.0497 3.0419
O 2.0334 -1.2518 2.9183
C 2.2138 0.6492 4.3922
N 0.9481 1.0116 4.9901
C 0.2417 2.1721 4.5001
C -0.7838 1.8822 3.3911
N -1.6862 0.8468 3.8479
C -2.8526 0.6550 3.0067
C -2.5734 0.2048 1.5884
C -2.3977 1.1426 0.5794
C -2.1667 0.7768 -0.7439
C -2.1182 -0.5656 -1.0187
C -2.2786 -1.5178 -0.0153
C -2.4965 -1.1592 1.2924
O -2.1966 -2.7725 -0.5618
C -2.2087 -2.5819 -1.9512
O -1.9250 -1.2184 -2.2336
C -0.9576 -0.3666 4.1633
C 0.0329 -0.0663 5.2960
H -0.2169 5.2938 -0.9071
H -0.4237 4.4578 0.6346
H -0.5940 3.5645 -0.8759
H 1.9723 4.8387 0.2151
H 1.8741 4.0250 -1.3554
H 0.9934 2.2504 -2.1824
H -0.2585 -0.9158 -3.1591
H -0.9904 1.3293 -3.4489
H 0.5467 1.6714 -4.3017
H -1.2214 1.1225 -5.9554
H -1.5362 -0.4215 -5.1168
H 1.6882 -1.6251 -6.1527
H 0.2159 -2.0926 -5.2587
H 2.0085 -1.5925 -3.6352
H 2.2731 0.0109 -4.3690
H 2.1791 -3.2444 -0.3938
H 0.4328 -3.4643 -0.0933
H 1.9517 -4.4495 -2.5705
H 1.4556 -5.4514 -1.2041
H 0.2346 -4.7232 -2.2439
H 1.6014 -1.5528 0.9040
H 2.1073 1.8147 2.1797
H 2.7094 -0.0457 5.0771
H 2.8251 1.5512 4.3063
H 0.9581 2.9254 4.1655
H -0.3111 2.5805 5.3533
H -1.3631 2.7907 3.2070
H -0.2810 1.5983 2.4499
H -3.3901 1.6072 2.9816
H -3.4877 -0.0832 3.5020
H -2.4756 2.1923 0.8170
H -2.0771 1.5223 -1.5170
H -2.6369 -1.9094 2.0522
H -3.2041 -2.8353 -2.3569
H -1.4483 -3.2174 -2.4185
H -1.6678 -1.1200 4.5086
H -0.4231 -0.7689 3.2863
H 0.6022 -0.9637 5.5375
H -0.5413 0.2393 6.1764
*
```

Mulliken population analysis, charges in e, atoms 1 to 5: -0.570, -0.666, -0.574, 0.596, 0.395



ORCA calculation (ωB97M-V/def2-TZVPD) on a structure of composition C17H18AsF6IrNO10SSe.

Frontier orbital gap (alpha / beta) in eV: 7.26 / 6.67
Lowest unoccupied orbital energy (alpha / beta) in eV: 4.080 / 3.460
Highest occupied orbital energy (alpha / beta) in eV: -3.2 / -3.2

```
! RIJCOSX wB97M-V def2-TZVPD def2/J DEFGRID3
* xyz -2 2
Ir 0.7857 0.3596 0.9494
O 3.9500 0.4620 2.4002
S 2.6032 0.9864 3.0924
O 3.0297 1.4797 4.3644
O 1.6616 -0.1366 3.0943
O 2.1001 2.0064 2.1586
C -0.5255 0.1498 -2.5527
As 1.0582 0.0783 -1.4290
C 2.3504 1.0410 -2.5013
C 1.6064 -1.7378 -1.7900
H -0.2659 -0.2807 -3.5210
H -0.8453 1.1840 -2.6625
H -1.3184 -0.4267 -2.0843
H 2.5343 0.4271 -3.3830
H 3.2591 1.1517 -1.9175
H 1.9544 2.0144 -2.7696
H 1.9183 -1.7768 -2.8364
H 0.7862 -2.4249 -1.5981
H 2.4220 -2.0128 -1.1292
C 6.1609 -0.8641 1.7180
C 5.1754 -0.5380 0.6035
C 3.8423 0.0156 1.0688
N 2.8727 0.1458 0.3015
H 7.0551 -1.3361 1.3028
H 5.6915 -1.5537 2.4185
H 6.4599 0.0293 2.2668
H 4.9258 -1.4486 0.0615
H 5.5999 0.1823 -0.1035
O 1.0657 -3.1995 3.0710
Se 1.7874 -2.9103 1.6596
O 1.5666 -4.0832 0.5594
O 0.9005 -1.6266 0.8581
O 3.3477 -2.4811 1.7825
F -8.3019 -0.3217 -1.6621
C -7.8287 -1.1080 -0.6635
F -8.5854 -0.8053 0.4194
F -8.1385 -2.3756 -0.9999
C -6.3718 -0.9053 -0.4176
C -5.9209 0.3703 -0.0859
C -4.5855 0.5836 0.1850
C -3.6655 -0.4763 0.1372
C -4.1366 -1.7530 -0.1940
C -5.4764 -1.9650 -0.4686
C -2.2903 -0.2576 0.4164
C -1.1099 -0.0200 0.5757
H -6.6235 1.1932 -0.0362
H -4.2263 1.5689 0.4491
H -3.4345 -2.5757 -0.2136
H -5.8275 -2.9576 -0.7154
F -0.6191 4.9014 1.2552
C 0.0783 4.7078 0.1290
F -0.5503 5.4089 -0.8398
F 1.2845 5.2835 0.3015
C 0.2453 3.2069 -0.2658
O 0.0172 2.4152 0.6769
O 0.5514 3.0054 -1.4361
*
```

Mulliken population analysis, charges in e, atoms 1 to 5: 2.881, -0.314, 0.964, -0.727, -0.639



Molar mass (computed, Da): 601.16 88.11 953.33 527.64 888.48
Energy (computed, a.u.): -2142.9376 -303.8062 -3212.9682 -1760.5796 -7204.6319
Largest force on an atom (computed, eV/A): 3.99 1.24 2.86 1.33 3.21